Record 1
An isolated molecule of CH2O2S. Source: the Open Molecules 2025 dataset; level of theory: ωB97M-V/def2-TZVPD.

```
! wB97M-V def2-TZVPD RIJCOSX def2/J DEFGRID3
* xyz 0 1
C -0.250 0.222 0.019
O 0.582 -0.864 0.310
O 1.764 -0.820 -0.247
S -1.982 -0.209 -0.071
H -0.186 0.920 0.872
H 0.073 0.750 -0.884
*
```

## Properties
F_max = 1.781 eV/Å
electronic energy = -15994.0875 eV

Atomic partial charges in e from the Löwdin method, atoms 1 to 2: atom 1 (C): -0.6585, atom 2 (O): -0.2157

Record 2
A cluster of 2 separate species, C33H38BNO3S2 in total. Source: the Open Molecules 2025 dataset; level of theory: ωB97M-V/def2-TZVPD.

```
! wB97M-V def2-TZVPD RIJCOSX def2/J DEFGRID3
* xyz 0 1
C 4.256 2.822 -1.220
C 2.878 2.776 -0.673
C 2.504 2.369 0.608
C 1.199 2.782 0.953
C 0.536 3.384 -0.115
B 1.112 -1.614 -0.422
C -0.529 4.290 -0.064
C -1.201 4.825 1.034
C -2.288 5.631 0.632
C -2.440 5.697 -0.747
C -3.559 6.310 -1.482
S -1.133 4.951 -1.563
O 1.751 -2.066 -1.545
C 3.140 -2.228 -1.148
C 3.670 -3.429 -1.904
C 3.880 -0.976 -1.613
C 3.034 -2.372 0.441
C 2.928 -3.830 0.882
C 4.119 -1.692 1.248
O 1.788 -1.705 0.761
S 1.557 3.415 -1.553
H 4.974 2.700 -0.402
H 4.414 2.025 -1.954
H 4.431 3.786 -1.716
H 3.189 1.849 1.274
H 0.724 2.668 1.927
H -0.896 4.609 2.054
H -2.968 6.139 1.312
H -3.919 7.186 -0.936
H -3.218 6.609 -2.477
H -4.385 5.593 -1.583
H 4.742 -3.556 -1.715
H 3.154 -4.354 -1.623
H 3.531 -3.265 -2.979
H 4.958 -1.088 -1.447
H 3.721 -0.848 -2.692
H 3.524 -0.066 -1.108
H 3.871 -4.357 0.678
H 2.757 -3.870 1.965
H 2.104 -4.358 0.380
H 5.092 -2.154 1.038
H 4.174 -0.617 1.035
H 3.904 -1.820 2.315
C -5.251 2.907 0.711
O -4.244 3.144 -0.293
C -3.118 2.363 -0.258
C -2.561 1.902 0.950
C -1.422 1.113 0.896
C -0.949 0.634 -0.326
C -0.318 -0.716 -0.499
C -1.021 -1.806 0.264
C -0.978 -3.217 -0.114
C -0.482 -3.935 -1.197
C -0.569 -5.337 -1.185
C -1.150 -6.029 -0.109
C -1.698 -5.321 0.974
C -1.621 -3.937 0.923
N -2.061 -3.016 1.867
C -2.769 -3.345 3.086
C -1.764 -1.747 1.445
C -1.375 1.281 -1.501
C -2.483 2.107 -1.489
H -6.143 3.405 0.329
H -5.437 1.829 0.837
H -4.943 3.352 1.667
H -3.018 2.182 1.904
H -0.950 0.779 1.819
H -0.433 -0.916 -1.584
H -0.069 -3.423 -2.063
H -0.170 -5.899 -2.032
H -1.179 -7.117 -0.116
H -2.153 -5.807 1.835
H -2.481 -4.349 3.412
H -2.507 -2.615 3.860
H -3.860 -3.324 2.950
H -2.106 -0.897 2.019
H -0.885 1.066 -2.451
H -2.913 2.544 -2.389
*
```

## Properties
F_max = 3.691 eV/Å
SMILES = COc1ccc([C@@H](B2OC(C)(C)C(C)(C)O2)c2cn(C)c3ccccc23)cc1.Cc1ccc(-c2ccc(C)s2)s1
electronic energy = -64817.9383 eV

Atomic partial charges in e from the Löwdin method, atoms 1 to 2: atom 1 (C): -0.1155, atom 2 (C): -0.6062

Record 3
The ion C6H8NO3S with charge -1. Source: the Open Molecules 2025 dataset; level of theory: ωB97M-V/def2-TZVPD.

```
! wB97M-V def2-TZVPD RIJCOSX def2/J DEFGRID3
* xyz -1 1
C 2.509 -1.212 1.043
C -0.418 0.422 -0.647
C 0.908 0.211 -0.083
C -0.453 1.532 -1.686
C 0.303 -2.045 0.702
C 1.250 -0.909 0.568
N 3.589 -1.502 1.377
O -1.351 0.423 1.952
O -1.266 2.463 0.714
O -2.906 0.662 0.114
S -1.626 1.059 0.675
H -0.772 -0.548 -0.845
H 1.596 0.957 -0.308
H 0.383 1.694 -2.221
H -1.329 1.320 -2.441
H -0.655 2.427 -1.069
H -0.679 -1.854 1.251
H 0.062 -2.352 -0.261
H 0.856 -2.751 1.164
*
```

## Properties
F_max = 4.820 eV/Å
SMILES = C/C(C#N)=C\[C@H](C)S(=O)(=O)[O-]
electronic energy = -24820.0203 eV

Atomic partial charges in e from the Löwdin method, atoms 1 to 2: atom 1 (C): -0.2228, atom 2 (C): -0.3670

Record 4
An isolated molecule of C4H4ClNO. Source: the Open Molecules 2025 dataset; level of theory: ωB97M-V/def2-TZVPD.

```
! wB97M-V def2-TZVPD RIJCOSX def2/J DEFGRID3
* xyz 0 1
C -0.186 0.798 0.413
C 0.255 0.575 -0.875
C 0.368 -0.850 -0.981
C 0.013 -1.422 0.215
H -0.337 2.672 0.550
H 0.493 1.303 -1.645
H -0.024 -2.452 0.544
H -0.655 -0.463 2.011
N -0.339 -0.391 1.052
O -0.483 1.924 1.100
Cl 0.896 -1.695 -2.384
*
```

## Properties
F_max = 1.244 eV/Å
SMILES = Oc1cc(Cl)c[nH]1
electronic energy = -20272.4982 eV

Atomic partial charges in e from the Löwdin method, atoms 1 to 2: atom 1 (C): -0.3859, atom 2 (C): -0.0459

Record 5
A cluster of 5 separate species, C23H41BNO10S4 in total. Source: the Open Molecules 2025 dataset; level of theory: ωB97M-V/def2-TZVPD.

```
! wB97M-V def2-TZVPD RIJCOSX def2/J DEFGRID3
* xyz -1 1
B -6.424 0.404 -3.625
O -6.286 -1.030 -3.167
C -5.295 -1.524 -4.024
C -4.241 -0.411 -3.978
C -3.507 -0.442 -2.639
C -3.357 0.718 -1.891
C -2.707 0.663 -0.668
N -2.183 -0.452 -0.154
C -2.307 -1.560 -0.887
C -2.955 -1.607 -2.109
O -5.014 0.744 -4.076
H -6.760 1.109 -2.674
H -7.212 0.453 -4.584
H -4.961 -2.508 -3.674
H -5.705 -1.573 -5.049
H -3.510 -0.476 -4.800
H -3.782 1.640 -2.269
H -2.603 1.569 -0.071
H -1.860 -2.463 -0.481
H -3.023 -2.547 -2.650
C 1.153 5.566 0.976
C 1.770 4.214 0.587
C 0.676 3.151 0.723
S -0.875 3.999 0.412
O -1.670 3.987 1.616
O -1.440 3.592 -0.846
C -0.173 5.642 0.230
H 1.803 6.402 0.718
H 0.975 5.596 2.054
H 2.122 4.257 -0.446
H 2.621 3.961 1.220
H 0.772 2.344 -0.002
H 0.645 2.739 1.728
H -0.877 6.368 0.629
H -0.021 5.811 -0.836
C -0.516 -3.713 3.138
C -1.690 -4.603 3.571
C -2.216 -5.306 2.314
S -0.811 -5.447 1.198
O -1.070 -4.624 0.047
O -0.424 -6.829 1.050
C 0.360 -4.583 2.242
H 0.045 -3.336 3.992
H -0.885 -2.854 2.574
H -1.343 -5.346 4.293
H -2.479 -4.024 4.048
H -2.599 -6.305 2.505
H -2.968 -4.712 1.799
H 1.039 -4.018 1.608
H 0.908 -5.334 2.810
C 1.451 -2.246 -3.211
C 0.437 -1.419 -4.010
C 0.262 -0.084 -3.282
S 1.810 0.229 -2.427
O 1.578 0.202 -1.003
O 2.513 1.345 -3.018
C 2.610 -1.304 -2.902
H 1.786 -3.124 -3.763
H 0.994 -2.587 -2.279
H 0.817 -1.246 -5.019
H -0.520 -1.931 -4.098
H 0.062 0.743 -3.958
H -0.520 -0.142 -2.523
H 3.243 -1.634 -2.082
H 3.213 -1.096 -3.786
C 5.594 2.649 3.185
C 5.644 2.036 4.592
C 4.234 1.528 4.920
S 3.473 1.116 3.339
O 2.370 2.016 3.118
O 3.300 -0.308 3.236
C 4.845 1.645 2.316
H 6.590 2.847 2.793
H 5.049 3.595 3.211
H 6.348 1.202 4.601
H 5.980 2.757 5.336
H 4.232 0.635 5.539
H 3.617 2.298 5.379
H 4.447 2.056 1.391
H 5.449 0.763 2.104
*
```

## Properties
F_max = 0.572 eV/Å
electronic energy = -90499.5072 eV

Atomic partial charges in e from the Löwdin method, atoms 1 to 2: atom 1 (B): -0.5830, atom 2 (O): -0.1283

Record 6
A cluster of 6 separate species, C13H38BrN2O7 in total. Source: the Open Molecules 2025 dataset; level of theory: ωB97M-V/def2-TZVPD.

```
! wB97M-V def2-TZVPD RIJCOSX def2/J DEFGRID3
* xyz 0 2
Br -0.894 -0.844 0.437
C -4.502 -2.164 0.018
O -3.587 -2.590 1.007
H -4.016 -1.978 -0.940
H -5.346 -2.813 -0.219
H -5.005 -1.251 0.335
H -2.761 -2.106 0.933
C 0.148 2.462 3.168
C 0.881 2.708 1.882
C 2.056 3.690 2.098
O 2.820 3.796 0.835
C 3.896 4.770 1.022
N 1.413 1.444 1.326
H -0.702 1.787 3.066
H -0.284 3.416 3.469
H 0.839 2.123 3.939
H 0.185 3.104 1.143
H 2.711 3.309 2.881
H 1.590 4.613 2.443
H 4.477 4.853 0.103
H 4.497 4.395 1.851
H 3.528 5.763 1.282
H 0.664 0.791 1.145
H 1.961 0.969 2.028
C 2.683 -1.656 -1.010
C 2.597 -0.575 -1.980
C 1.880 -1.021 -3.277
O 1.759 0.078 -4.189
C 1.668 -0.300 -5.572
N 1.781 0.488 -1.389
H 1.747 -2.132 -0.716
H 3.020 -1.287 -0.042
H 3.375 -2.442 -1.311
H 3.621 -0.237 -2.143
H 0.875 -1.444 -3.281
H 2.555 -1.802 -3.627
H 1.652 0.587 -6.206
H 0.814 -0.877 -5.925
H 2.533 -0.895 -5.865
H 0.996 -0.024 -1.011
H 1.451 0.815 -2.285
C 0.654 -5.909 1.636
C -0.034 -4.624 1.114
O 0.781 -3.455 1.388
O 0.517 -6.112 2.992
H 1.724 -5.837 1.438
H 0.329 -6.815 1.125
H -1.037 -4.607 1.539
H -0.064 -4.800 0.038
H 0.330 -2.706 0.991
H 0.900 -5.306 3.345
C -4.022 1.492 -0.006
C -4.812 2.744 -0.402
O -5.308 3.607 0.688
O -2.720 1.988 0.058
H -4.093 0.776 -0.825
H -4.399 1.059 0.920
H -5.746 2.348 -0.800
H -4.385 3.292 -1.242
H -6.037 4.097 0.298
H -2.152 1.248 0.284
*
```

## Properties
expectation value of S² = 0.757
F_max = 2.984 eV/Å
electronic energy = -101446.8985 eV

Atomic partial charges in e from the Löwdin method, atoms 1 to 2: atom 1 (Br): 0.2657, atom 2 (C): -0.1888

Record 7
An isolated molecule of C2H5NOS. Source: the Open Molecules 2025 dataset; level of theory: ωB97M-V/def2-TZVPD.

```
! wB97M-V def2-TZVPD RIJCOSX def2/J DEFGRID3
* xyz 0 1
C 0.829 0.064 0.135
C -0.278 -0.886 0.165
H -0.488 1.544 -0.140
H 1.154 2.043 -0.247
H -0.061 -1.674 -0.546
H -0.385 -1.277 1.237
H -2.171 -0.674 -0.562
N 0.459 1.388 0.134
O -1.485 -0.180 -0.115
S 2.426 -0.349 -0.061
*
```

## Properties
F_max = 3.337 eV/Å
SMILES = NC(=S)CO
electronic energy = -16527.5265 eV

Atomic partial charges in e from the Löwdin method, atoms 1 to 2: atom 1 (C): -0.8774, atom 2 (C): -0.2671

Record 8
A cluster of 2 separate species, CH2Br2O3 in total. Source: the Open Molecules 2025 dataset; level of theory: ωB97M-V/def2-TZVPD.

```
! wB97M-V def2-TZVPD RIJCOSX def2/J DEFGRID3
* xyz 0 1
C -0.493 -1.036 -0.220
O -1.571 -1.747 -0.468
O -0.467 -0.822 1.094
O 0.301 -0.759 -1.048
Br 2.822 0.803 -3.287
Br 4.529 0.701 -1.709
H -1.652 -2.282 -1.337
H -1.310 -1.003 1.380
*
```

## Properties
F_max = 4.362 eV/Å
SMILES = O=C(O)O.BrBr
electronic energy = -147296.6426 eV

Atomic partial charges in e from the Löwdin method, atoms 1 to 2: atom 1 (C): -0.6961, atom 2 (O): 0.1043

Record 9
An isolated molecule of C6H10O. Source: the Open Molecules 2025 dataset; level of theory: ωB97M-V/def2-TZVPD.

```
! wB97M-V def2-TZVPD RIJCOSX def2/J DEFGRID3
* xyz 0 1
C 2.388 0.018 0.394
C 0.880 -0.213 0.269
C 0.194 0.398 -0.958
C -0.892 0.059 0.045
C -2.309 0.529 -0.060
C -0.277 -1.319 0.348
O -0.018 0.609 1.113
H 2.984 -0.661 -0.229
H 2.786 -0.003 1.411
H 2.586 1.026 -0.006
H 0.382 1.474 -1.011
H 0.222 -0.102 -1.929
H -2.726 0.177 -1.010
H -2.310 1.624 -0.079
H -2.947 0.186 0.758
H -0.295 -2.137 -0.380
H -0.648 -1.665 1.323
*
```

## Properties
F_max = 0.807 eV/Å
electronic energy = -8428.9129 eV

Atomic partial charges in e from the Löwdin method, atoms 1 to 2: atom 1 (C): -0.0034, atom 2 (C): -0.3967

Record 10
An isolated molecule of C11H22N2O3S. Source: the Open Molecules 2025 dataset; level of theory: ωB97M-V/def2-TZVPD.

```
! wB97M-V def2-TZVPD RIJCOSX def2/J DEFGRID3
* xyz 0 1
C -1.691 -1.321 -0.083
C -0.563 -0.968 0.916
C -2.717 -0.110 0.008
C -2.105 1.391 -0.096
C -3.854 -0.265 -1.040
C -5.204 0.512 -0.627
C 1.496 0.405 1.015
C 1.482 1.856 0.470
C 2.764 -0.422 0.781
C 3.212 -0.646 -0.648
C 5.848 -0.044 -0.045
H -2.396 -2.736 1.136
H -1.073 -3.244 0.076
H -1.155 -1.276 -1.019
H -3.097 -0.365 1.051
H -1.825 1.736 0.945
H -1.210 1.584 -0.758
H -2.744 2.165 -0.470
H -3.395 0.141 -2.016
H -4.177 -1.269 -1.254
H -5.864 0.724 -1.426
H -5.114 1.508 -0.097
H -5.742 0.019 0.112
H 0.439 0.013 -0.601
H 1.189 0.391 2.119
H 3.604 0.105 1.227
H 2.606 -1.424 1.313
H 3.097 0.310 -1.252
H 2.632 -1.484 -1.219
H 5.567 1.060 -0.176
H 6.031 -0.253 1.089
H 6.898 -0.025 -0.312
H 1.291 2.724 -1.019
N -2.011 -2.778 0.165
N 0.411 -0.291 0.312
O -0.514 -1.184 2.117
O 1.982 2.790 0.936
O 0.933 1.841 -0.746
S 4.967 -1.168 -0.881
*
```

## Properties
F_max = 6.283 eV/Å
SMILES = CC[C@H](C)[C@H](N)C(=O)N[C@@H](CCSC)C(=O)O
electronic energy = -31720.0365 eV

Atomic partial charges in e from the Löwdin method, atoms 1 to 2: atom 1 (C): -0.2820, atom 2 (C): -0.4897

Record 11
The ion C9H11N2 with charge +1. Source: the Open Molecules 2025 dataset; level of theory: ωB97M-V/def2-TZVPD.

```
! wB97M-V def2-TZVPD RIJCOSX def2/J DEFGRID3
* xyz 1 3
C 2.331 0.412 4.800
C -1.089 -0.217 0.236
C -1.024 0.607 1.409
C -0.432 -0.749 -0.761
C 0.814 0.107 2.928
C 0.075 -1.432 -1.806
C 0.313 -0.852 -3.034
C 0.813 -1.579 -4.200
C -0.721 1.878 3.364
N 1.532 0.378 3.936
N -0.236 0.787 2.499
H 3.153 0.246 5.430
H -2.156 -0.316 -0.018
H -1.928 1.194 1.499
H 0.293 -2.488 -1.674
H 0.097 0.201 -3.162
H 0.184 -1.389 -5.072
H 1.798 -1.183 -4.467
H 0.894 -2.648 -4.022
H -1.467 1.492 4.061
H 0.113 2.281 3.936
H -1.163 2.681 2.779
*
```

## Properties
expectation value of S² = 2.095
F_max = 3.610 eV/Å
electronic energy = -12476.6294 eV

Atomic partial charges in e from the Löwdin method, atoms 1 to 2: atom 1 (C): 0.2626, atom 2 (C): -0.0664

Record 12
A cluster of 2 separate species, C13H23NO2 in total. Source: the Open Molecules 2025 dataset; level of theory: ωB97M-V/def2-TZVPD.

```
! wB97M-V def2-TZVPD RIJCOSX def2/J DEFGRID3
* xyz 0 1
C -1.864 -2.981 -1.812
C -1.556 -1.755 -1.407
C -2.469 -0.595 -1.674
C -2.572 0.514 -0.624
C -1.253 0.939 0.036
C -1.310 1.342 1.524
C -2.187 0.451 2.393
C 0.130 1.241 2.049
O -2.075 -0.043 -2.967
C -3.098 0.023 -3.855
O -3.187 -0.672 -4.819
H -2.898 -3.296 -1.894
H -1.076 -3.678 -2.065
H -0.609 -1.603 -0.902
H -3.471 -1.027 -1.786
H -3.331 0.211 0.095
H -2.980 1.386 -1.141
H -0.889 1.814 -0.508
H -0.477 0.182 -0.069
H -1.604 2.390 1.628
H -2.159 0.805 3.425
H -1.837 -0.584 2.377
H -3.238 0.466 2.104
H 0.830 1.799 1.424
H 0.411 0.187 1.978
H 0.208 1.524 3.099
H -3.842 0.807 -3.632
C 4.366 0.478 -0.698
C 4.381 0.711 0.807
C 4.093 -0.564 1.609
C 2.773 -1.107 1.292
N 1.733 -1.502 1.017
H 3.385 0.145 -1.038
H 4.605 1.398 -1.231
H 5.100 -0.277 -0.987
H 3.644 1.472 1.069
H 5.356 1.093 1.113
H 4.127 -0.361 2.680
H 4.839 -1.331 1.392
*
```

## Properties
F_max = 1.107 eV/Å
SMILES = C=C[C@@H](CCC(C)C)OC=O.CCCC#N
electronic energy = -19437.2755 eV

Atomic partial charges in e from the Löwdin method, atoms 1 to 2: atom 1 (C): 0.0389, atom 2 (C): -0.1045

> F_max of number 2 (C33H38BNO3S2)?

3.691 eV/Å